P:
The following is a quantum chemistry calculation of a 2-piece molecular cluster, C9H14 overall, from OMol25.

Summary:
* M: 122.21 g mol⁻¹
* gap between HOMO and LUMO: 9.97 eV

The geometry in ORCA input format:
```
! wB97M-V def2-TZVPD RIJCOSX def2/J DEFGRID3
* xyz 0 1
C -0.05 -0.21 -3.26
C -0.21 0.41 -1.89
C 0.87 1.00 -1.24
C 0.71 1.49 0.04
C -0.51 1.38 0.70
C -1.53 0.64 0.13
C -1.39 0.21 -1.18
H 0.01 0.55 -4.05
H -0.87 -0.89 -3.47
H 0.90 -0.73 -3.33
H 1.83 1.03 -1.75
H 1.54 1.97 0.54
H -0.61 1.82 1.68
H -2.43 0.46 0.69
H -2.19 -0.30 -1.70
C 1.03 -2.39 3.37
C 0.53 -1.35 2.35
H 1.96 -2.84 3.03
H 1.12 -1.99 4.37
H 0.39 -3.25 3.40
H 0.18 -0.43 2.83
H -0.35 -1.59 1.76
H 1.37 -1.16 1.68
*
```

Charges obtained by natural (NBO) population analysis, quoted in units of e:
1. C -0.6273
2. C -0.0103
3. C -0.2169
4. C -0.2034
5. C -0.2242
6. C -0.1953
7. C -0.2233
8. H 0.2184
9. H 0.2144
10. H 0.2173
11. H 0.2087
12. H 0.2113
13. H 0.2124
14. H 0.2121
15. H 0.2062
16. C -0.6175
17. C -0.6198
18. H 0.2027
19. H 0.2063
20. H 0.2034
21. H 0.2041
22. H 0.2114
23. H 0.2095

---

Q:
The following is a quantum chemistry calculation of a 2-piece molecular cluster, C9H14 overall, from OMol25.

Summary:
* M: 122.21 g mol⁻¹
* gap between HOMO and LUMO: 10.06 eV

The geometry in ORCA input format:
```
! wB97M-V def2-TZVPD RIJCOSX def2/J DEFGRID3
* xyz 0 1
C 1.63 -2.12 0.49
C 0.84 -0.94 0.97
C -0.24 -1.09 1.83
C -1.03 0.00 2.19
C -0.67 1.27 1.78
C 0.46 1.44 0.98
C 1.20 0.34 0.57
H 2.52 -2.29 1.10
H 1.98 -2.02 -0.54
H 1.08 -3.06 0.57
H -0.50 -2.07 2.21
H -1.88 -0.13 2.84
H -1.25 2.15 2.04
H 0.71 2.42 0.59
H 2.08 0.51 -0.03
C -1.60 0.85 -2.03
C -0.13 0.60 -2.43
H -2.17 -0.07 -2.10
H -1.55 1.13 -0.97
H -2.11 1.64 -2.57
H -0.10 0.01 -3.35
H 0.40 1.55 -2.39
H 0.31 -0.12 -1.75
*
```

Charges obtained by natural (NBO) population analysis, quoted in units of e:
1. C -0.6350
2. C -0.0137
3. C -0.2152
4. C -0.2052
5. C -0.2284
6. C -0.1988
7. C -0.2193
8. H 0.2210
9. H 0.2188
10. H 0.2169
11. H 0.2085
12. H 0.2132
13. H 0.2137
14. H 0.2107
15. H 0.2115
16. C -0.6081
17. C -0.6089
18. H 0.1997
19. H 0.2072
20. H 0.2006
21. H 0.2016
22. H 0.2038
23. H 0.2054

---

R:
The following is a quantum chemistry calculation of a 2-piece molecular cluster, C9H14 overall, from OMol25.

Summary:
* M: 122.21 g mol⁻¹
* gap between HOMO and LUMO: 9.81 eV

The geometry in ORCA input format:
```
! wB97M-V def2-TZVPD RIJCOSX def2/J DEFGRID3
* xyz 0 1
C 0.13 2.07 -1.14
C -0.69 1.26 -0.24
C -2.09 1.15 -0.33
C -2.91 0.58 0.62
C -2.36 -0.04 1.78
C -1.00 0.02 1.92
C -0.21 0.63 0.96
H 0.47 1.46 -1.99
H 1.14 2.38 -0.79
H -0.41 3.24 -1.36
H -2.69 1.61 -1.22
H -3.94 0.66 0.57
H -3.02 -0.67 2.40
H -0.50 -0.62 2.78
H 0.84 0.68 1.33
C 2.38 -2.37 -1.07
C 1.82 -1.24 -0.28
H 2.66 -3.12 -0.34
H 1.64 -2.71 -1.80
H 3.31 -2.12 -1.59
H 1.10 -0.63 -0.77
H 2.73 -0.58 -0.16
H 1.61 -1.63 0.71
*
```

Charges obtained by natural (NBO) population analysis, quoted in units of e:
1. C -0.6327
2. C -0.0669
3. C -0.1956
4. C -0.2164
5. C -0.2146
6. C -0.2256
7. C -0.1933
8. H 0.2300
9. H 0.2294
10. H 0.2224
11. H 0.2081
12. H 0.2078
13. H 0.2165
14. H 0.2131
15. H 0.2157
16. C -0.6067
17. C -0.6093
18. H 0.2029
19. H 0.2029
20. H 0.1976
21. H 0.2103
22. H 0.1965
23. H 0.2079

---

S:
The following is a quantum chemistry calculation of a 2-piece molecular cluster, C9H14 overall, from OMol25.

Summary:
* M: 122.21 g mol⁻¹
* gap between HOMO and LUMO: 9.93 eV

The geometry in ORCA input format:
```
! wB97M-V def2-TZVPD RIJCOSX def2/J DEFGRID3
* xyz 0 1
C -1.95 -1.48 0.73
C -0.55 -0.92 0.73
C 0.55 -1.74 0.46
C 1.83 -1.28 0.72
C 2.02 -0.05 1.31
C 0.93 0.82 1.42
C -0.35 0.43 1.05
H -2.07 -2.14 1.59
H -2.17 -2.02 -0.19
H -2.70 -0.70 0.68
H 0.22 -2.76 0.30
H 2.68 -1.94 0.59
H 3.00 0.32 1.58
H 1.09 1.89 1.48
H -1.19 1.10 1.17
C -0.43 1.51 -1.87
C -1.19 1.94 -3.13
H -0.20 2.35 -1.22
H -1.12 0.92 -1.28
H 0.45 0.92 -2.12
H -1.67 1.11 -3.63
H -0.54 2.36 -3.91
H -1.90 2.74 -2.91
*
```

Charges obtained by natural (NBO) population analysis, quoted in units of e:
1. C -0.6423
2. C 0.0073
3. C -0.2320
4. C -0.2004
5. C -0.2255
6. C -0.2055
7. C -0.2207
8. H 0.2240
9. H 0.2164
10. H 0.2153
11. H 0.2129
12. H 0.2126
13. H 0.2142
14. H 0.2104
15. H 0.2114
16. C -0.6042
17. C -0.6085
18. H 0.2014
19. H 0.2021
20. H 0.2107
21. H 0.2011
22. H 0.1982
23. H 0.2011

---

The data favor Q; the next most stable structure lies 11.1 kJ/mol above it.

---

P:
The following is a quantum chemistry calculation of a 2-piece molecular cluster, C9H14 overall, from OMol25.

Summary:
* M: 122.21 g mol⁻¹
* gap between HOMO and LUMO: 10.03 eV

The geometry in ORCA input format:
```
! wB97M-V def2-TZVPD RIJCOSX def2/J DEFGRID3
* xyz 0 1
C -0.35 0.98 -2.16
C -0.81 0.54 -0.77
C -1.25 1.49 0.16
C -1.68 1.05 1.40
C -1.67 -0.35 1.73
C -1.13 -1.18 0.79
C -0.56 -0.77 -0.43
H 0.30 0.26 -2.59
H 0.33 1.73 -2.10
H -1.24 1.20 -2.69
H -1.18 2.52 -0.07
H -2.24 1.81 1.86
H -2.10 -0.63 2.67
H -0.99 -2.21 1.14
H -0.18 -1.45 -1.16
C 2.48 -0.14 0.10
C 3.30 -1.40 -0.26
H 2.67 0.25 1.10
H 2.69 0.59 -0.66
H 1.41 -0.35 0.04
H 3.71 -1.32 -1.20
H 2.65 -2.19 -0.23
H 4.16 -1.50 0.55
*
```

Charges obtained by natural (NBO) population analysis, quoted in units of e:
1. C -0.6387
2. C 0.0323
3. C -0.2319
4. C -0.1908
5. C -0.2335
6. C -0.1942
7. C -0.2509
8. H 0.2104
9. H 0.2148
10. H 0.2218
11. H 0.2094
12. H 0.2073
13. H 0.2193
14. H 0.2061
15. H 0.2207
16. C -0.6187
17. C -0.5944
18. H 0.2066
19. H 0.1947
20. H 0.2187
21. H 0.1986
22. H 0.1966
23. H 0.1961

---

Q:
The following is a quantum chemistry calculation of a 2-piece molecular cluster, C9H14 overall, from OMol25.

Summary:
* M: 122.21 g mol⁻¹
* gap between HOMO and LUMO: 9.66 eV

The geometry in ORCA input format:
```
! wB97M-V def2-TZVPD RIJCOSX def2/J DEFGRID3
* xyz 0 1
C 1.09 2.77 -0.60
C 0.25 1.61 -0.98
C 1.00 0.37 -1.09
C 0.52 -0.79 -1.54
C -0.90 -0.85 -1.90
C -1.65 0.26 -1.53
C -1.14 1.47 -1.18
H 2.01 2.93 -1.05
H 1.18 2.92 0.42
H 0.17 3.53 -0.92
H 1.98 0.45 -0.49
H 1.16 -1.77 -1.49
H -1.41 -1.81 -2.16
H -2.72 0.12 -1.64
H -1.75 2.24 -0.94
C 0.18 -1.93 2.81
C -0.24 -1.48 1.37
H -0.57 -1.96 3.69
H 0.93 -2.81 2.80
H 0.95 -1.21 3.20
H -1.37 -1.21 1.33
H 0.37 -0.59 1.12
H 0.00 -2.25 0.78
*
```

Charges obtained by natural (NBO) population analysis, quoted in units of e:
1. C -0.6227
2. C 0.0106
3. C -0.2269
4. C -0.2137
5. C -0.2138
6. C -0.2144
7. C -0.2329
8. H 0.2272
9. H 0.2203
10. H 0.2072
11. H 0.2033
12. H 0.2217
13. H 0.2202
14. H 0.2110
15. H 0.2044
16. C -0.6403
17. C -0.6021
18. H 0.2168
19. H 0.2054
20. H 0.1988
21. H 0.2098
22. H 0.2136
23. H 0.1963

---

R:
The following is a quantum chemistry calculation of a 2-piece molecular cluster, C9H14 overall, from OMol25.

Summary:
* M: 122.21 g mol⁻¹
* gap between HOMO and LUMO: 10.12 eV

The geometry in ORCA input format:
```
! wB97M-V def2-TZVPD RIJCOSX def2/J DEFGRID3
* xyz 0 1
C 0.63 -1.93 -1.74
C 0.20 -0.52 -1.48
C -1.12 -0.23 -1.15
C -1.51 1.08 -0.92
C -0.59 2.13 -1.04
C 0.72 1.83 -1.35
C 1.12 0.52 -1.56
H 1.48 -1.97 -2.42
H -0.17 -2.56 -2.14
H 0.95 -2.40 -0.81
H -1.79 -1.08 -1.13
H -2.53 1.21 -0.60
H -0.89 3.15 -0.83
H 1.47 2.61 -1.45
H 2.15 0.35 -1.87
C -0.12 0.49 2.48
C 0.09 -1.02 2.71
H 0.71 1.14 2.75
H -0.18 0.60 1.40
H -1.06 0.84 2.91
H -0.53 -1.56 2.01
H -0.16 -1.36 3.71
H 1.13 -1.32 2.53
*
```

Charges obtained by natural (NBO) population analysis, quoted in units of e:
1. C -0.6337
2. C -0.0028
3. C -0.2301
4. C -0.1907
5. C -0.2356
6. C -0.1970
7. C -0.2244
8. H 0.2167
9. H 0.2158
10. H 0.2214
11. H 0.2108
12. H 0.2128
13. H 0.2169
14. H 0.2117
15. H 0.2094
16. C -0.6142
17. C -0.6060
18. H 0.2034
19. H 0.2132
20. H 0.2015
21. H 0.1997
22. H 0.1994
23. H 0.2018

---

S:
The following is a quantum chemistry calculation of a 2-piece molecular cluster, C9H14 overall, from OMol25.

Summary:
* M: 122.21 g mol⁻¹
* gap between HOMO and LUMO: 9.97 eV

The geometry in ORCA input format:
```
! wB97M-V def2-TZVPD RIJCOSX def2/J DEFGRID3
* xyz 0 1
C 1.79 0.21 -1.22
C 1.27 -0.77 -0.22
C 0.64 -1.94 -0.70
C 0.08 -2.78 0.21
C 0.17 -2.45 1.56
C 0.69 -1.23 1.99
C 1.27 -0.29 1.09
H 2.85 0.41 -1.16
H 1.26 1.18 -1.09
H 1.58 0.05 -2.29
H 0.75 -2.19 -1.74
H -0.46 -3.71 0.03
H -0.17 -3.09 2.36
H 0.72 -1.09 3.06
H 1.49 0.73 1.37
C -1.40 2.76 -0.38
C -2.07 1.42 -0.46
H -1.97 3.45 0.27
H -0.35 2.83 -0.07
H -1.38 3.23 -1.38
H -2.05 0.98 0.56
H -1.56 0.69 -1.10
H -3.12 1.61 -0.69
*
```

Charges obtained by natural (NBO) population analysis, quoted in units of e:
1. C -0.6392
2. C -0.0124
3. C -0.2216
4. C -0.1989
5. C -0.2351
6. C -0.1868
7. C -0.2251
8. H 0.2188
9. H 0.2146
10. H 0.2137
11. H 0.2164
12. H 0.2167
13. H 0.2103
14. H 0.2049
15. H 0.2231
16. C -0.6064
17. C -0.6123
18. H 0.2020
19. H 0.1991
20. H 0.1968
21. H 0.2035
22. H 0.2102
23. H 0.2078

---

The data favor R; the next most stable structure lies 57.7 kJ/mol above it.

---

P:
The following is a quantum chemistry calculation of a 2-piece molecular cluster, C9H14 overall, from OMol25.

Summary:
* M: 122.21 g mol⁻¹
* gap between HOMO and LUMO: 10.05 eV

The geometry in ORCA input format:
```
! wB97M-V def2-TZVPD RIJCOSX def2/J DEFGRID3
* xyz 0 1
C 0.85 -0.64 -1.95
C 0.31 0.51 -1.12
C 1.01 1.69 -1.30
C 0.89 2.78 -0.44
C 0.04 2.62 0.73
C -0.77 1.51 0.81
C -0.63 0.38 -0.18
H 1.49 -1.26 -1.21
H 1.35 -0.48 -2.89
H 0.01 -1.27 -2.42
H 1.69 1.76 -2.21
H 1.46 3.60 -0.66
H -0.02 3.25 1.63
H -1.57 1.49 1.68
H -1.49 -0.38 -0.15
C -0.71 -3.88 2.05
C -0.71 -2.77 0.98
H -1.33 -3.54 2.84
H -1.21 -4.79 1.59
H 0.36 -4.26 2.21
H -0.50 -1.70 1.34
H -0.22 -3.06 0.05
H -1.66 -2.54 0.71
*
```

Charges obtained by natural (NBO) population analysis, quoted in units of e:
1. C -0.6398
2. C -0.0558
3. C -0.2005
4. C -0.1948
5. C -0.2453
6. C -0.1995
7. C -0.2186
8. H 0.2293
9. H 0.2245
10. H 0.2146
11. H 0.2120
12. H 0.2082
13. H 0.2202
14. H 0.2174
15. H 0.2271
16. C -0.6121
17. C -0.6167
18. H 0.2099
19. H 0.1990
20. H 0.2091
21. H 0.2138
22. H 0.2053
23. H 0.1928

---

Q:
The following is a quantum chemistry calculation of a 2-piece molecular cluster, C9H14 overall, from OMol25.

Summary:
* M: 122.21 g mol⁻¹
* gap between HOMO and LUMO: 9.83 eV

The geometry in ORCA input format:
```
! wB97M-V def2-TZVPD RIJCOSX def2/J DEFGRID3
* xyz 0 1
C -1.71 0.27 2.36
C -1.13 0.40 0.96
C -1.85 0.15 -0.24
C -1.31 0.81 -1.33
C -0.02 1.29 -1.35
C 0.82 1.28 -0.27
C 0.20 0.84 0.85
H -2.21 1.23 2.59
H -1.22 -0.29 3.19
H -2.86 -0.22 2.17
H -2.69 -0.44 -0.40
H -1.92 0.66 -2.25
H 0.35 1.82 -2.28
H 1.85 1.49 -0.15
H 0.65 0.63 1.83
C 1.39 -1.94 -0.38
C 2.88 -1.96 -0.80
H 1.02 -2.98 -0.12
H 1.18 -1.21 0.42
H 0.72 -1.75 -1.18
H 2.89 -2.73 -1.58
H 3.59 -2.20 -0.12
H 3.08 -0.84 -1.03
*
```

Charges obtained by natural (NBO) population analysis, quoted in units of e:
1. C -0.6487
2. C -0.0076
3. C -0.2090
4. C -0.2180
5. C -0.2178
6. C -0.2208
7. C -0.2242
8. H 0.2374
9. H 0.2372
10. H 0.1998
11. H 0.2151
12. H 0.2145
13. H 0.2118
14. H 0.2247
15. H 0.2082
16. C -0.6071
17. C -0.6025
18. H 0.1913
19. H 0.2084
20. H 0.2074
21. H 0.2065
22. H 0.1974
23. H 0.1957

---

R:
The following is a quantum chemistry calculation of a single C9H14 molecule, from OMol25.

Summary:
* M: 122.21 g mol⁻¹
* gap between HOMO and LUMO: 9.73 eV

The geometry in ORCA input format:
```
! wB97M-V def2-TZVPD RIJCOSX def2/J DEFGRID3
* xyz 0 1
C -2.12 0.40 -0.98
C -1.34 -0.99 -0.58
C -0.21 -0.42 0.17
C -0.81 0.42 1.42
C 0.32 1.02 2.08
C 1.57 0.23 1.13
C 1.00 -1.10 1.05
C 0.98 0.59 -0.31
C 1.58 0.13 -1.73
H -2.63 0.10 -1.94
H -1.57 1.61 -0.88
H -2.94 0.59 -0.19
H -1.92 -1.95 -0.02
H -1.02 -1.47 -1.73
H -2.02 0.61 1.51
H 0.46 1.90 2.87
H 2.54 0.30 1.82
H 0.49 -1.38 2.12
H 1.85 -1.93 0.63
H 0.86 1.53 -0.53
H 2.69 0.37 -1.71
H 1.36 -1.11 -1.54
H 0.89 0.56 -2.66
*
```

Charges obtained by natural (NBO) population analysis, quoted in units of e:
1. C -0.6411
2. C -0.4339
3. C -0.0890
4. C -0.2312
5. C -0.2313
6. C -0.2653
7. C -0.4317
8. C -0.1715
9. C -0.6413
10. H 0.2223
11. H 0.2444
12. H 0.2045
13. H 0.2529
14. H 0.2043
15. H 0.2339
16. H 0.2406
17. H 0.2345
18. H 0.2252
19. H 0.2242
20. H 0.1839
21. H 0.2270
22. H 0.2063
23. H 0.2321

---

S:
The following is a quantum chemistry calculation of a 2-piece molecular cluster, C9H14 overall, from OMol25.

Summary:
* M: 122.21 g mol⁻¹
* gap between HOMO and LUMO: 10.07 eV

The geometry in ORCA input format:
```
! wB97M-V def2-TZVPD RIJCOSX def2/J DEFGRID3
* xyz 0 1
C -3.59 1.26 1.17
C -2.44 0.29 0.92
C -1.38 0.16 1.83
C -0.32 -0.67 1.55
C -0.27 -1.36 0.33
C -1.32 -1.23 -0.56
C -2.44 -0.46 -0.25
H -4.47 0.74 0.80
H -3.47 2.20 0.65
H -3.77 1.30 2.24
H -1.53 0.62 2.80
H 0.49 -0.93 2.22
H 0.53 -2.07 0.17
H -1.25 -1.75 -1.51
H -3.33 -0.57 -0.86
C 3.48 -0.12 -2.08
C 3.61 0.80 -0.87
H 4.42 -0.66 -2.20
H 2.87 -1.00 -1.85
H 3.12 0.42 -2.93
H 3.87 1.82 -1.17
H 2.81 0.77 -0.13
H 4.41 0.45 -0.26
*
```

Charges obtained by natural (NBO) population analysis, quoted in units of e:
1. C -0.6290
2. C -0.0046
3. C -0.2163
4. C -0.2087
5. C -0.2236
6. C -0.2007
7. C -0.2210
8. H 0.2123
9. H 0.2253
10. H 0.2139
11. H 0.2086
12. H 0.2126
13. H 0.2106
14. H 0.2099
15. H 0.2104
16. C -0.6158
17. C -0.6133
18. H 0.2053
19. H 0.2038
20. H 0.2089
21. H 0.2038
22. H 0.2087
23. H 0.1988

---

The data favor S; the next most stable structure lies 150.2 kJ/mol above it.